1.
# C18H47F9NO8S

8 unconnected molecules or ions with the total composition C18H47F9NO8S in a non-equilibrium geometry (ωB97M-V/def2-TZVPD, the Open Molecules 2025 dataset).

Element x y z (Å)
O 1.707 -0.255 3.746
N 2.043 0.885 3.019
C 0.755 1.572 2.811
C 0.449 1.969 1.288
C 0.086 0.757 0.342
F -0.987 1.079 -0.540
F -0.505 -0.232 1.215
C 1.285 0.012 -0.356
F 0.700 -1.024 -1.142
F 2.112 -0.683 0.553
S 2.416 1.014 -1.490
F 1.711 0.284 -2.851
F 3.528 -0.286 -1.458
F 3.284 1.701 -0.220
F 1.360 2.310 -1.647
F 3.470 1.814 -2.556
H 2.338 -0.972 3.539
H -0.114 1.025 3.321
H 0.832 2.578 3.383
H 1.255 2.661 0.874
H -0.495 2.622 1.326
C 3.928 3.305 -6.610
C 4.959 4.137 -5.872
O 4.400 4.676 -4.681
H 3.054 3.911 -6.861
H 4.345 2.891 -7.528
H 3.575 2.482 -5.982
H 5.293 4.970 -6.494
H 5.832 3.530 -5.608
H 4.114 3.934 -4.130
C -4.171 -2.914 2.566
C -3.532 -1.803 3.376
O -2.116 -1.899 3.310
H -3.852 -3.891 2.937
H -5.261 -2.856 2.614
H -3.861 -2.855 1.518
H -3.825 -1.878 4.426
H -3.837 -0.821 3.001
H -1.861 -1.822 2.381
C -2.334 -7.601 3.635
C -3.722 -7.618 3.026
O -3.741 -6.853 1.830
H -2.023 -6.576 3.852
H -2.305 -8.182 4.560
H -1.603 -8.015 2.937
H -4.448 -7.183 3.717
H -4.036 -8.642 2.795
H -3.101 -7.250 1.219
C -1.050 6.149 4.288
C -0.160 4.923 4.362
O -0.606 3.936 3.438
H -2.087 5.883 4.509
H -0.722 6.912 4.998
H -1.037 6.576 3.281
H -0.192 4.487 5.362
H 0.879 5.180 4.130
H -0.568 4.324 2.554
C 4.476 1.708 -11.646
C 3.417 1.747 -10.561
O 3.641 2.850 -9.691
H 5.473 1.629 -11.206
H 4.318 0.860 -12.317
H 4.459 2.630 -12.236
H 3.452 0.835 -9.962
H 2.416 1.837 -10.995
H 3.600 3.654 -10.224
C 0.906 -6.269 -0.579
C -0.590 -6.330 -0.342
O -0.884 -7.203 0.747
H 1.300 -7.265 -0.795
H 1.142 -5.607 -1.415
H 1.424 -5.907 0.313
H -1.101 -6.713 -1.227
H -0.989 -5.337 -0.114
H -0.437 -6.855 1.528
C -4.760 2.432 5.301
C -4.112 3.540 6.108
O -2.696 3.442 6.033
H -4.443 1.454 5.670
H -5.849 2.494 5.356
H -4.457 2.490 4.252
H -4.399 3.466 7.159
H -4.417 4.524 5.735
H -2.447 3.517 5.100

Cartesian forces (eV/Å) of the 6 atoms listed first:
O -0.248 -1.957 1.044
N -0.929 1.299 -1.473
C 1.223 0.535 1.341
C -0.847 0.735 -0.081
C -1.013 0.232 2.205
F 2.347 -0.644 0.929

The gap between HOMO and LUMO comes out at 3.11 eV. The LUMO energy is 0.059 hartree. Its total energy is -72582.9352 eV. Its charge is -1.

2.
# C49H30BrCaF4N5O2PS

A molecular structure, C49H30BrCaF4N5O2PS in a non-equilibrium geometry (ωB97M-V/def2-TZVPD, the Open Molecules 2025 dataset).

Element x y z (Å)
Ca 1.325 0.423 -0.849
O 1.485 -3.137 -2.152
C 0.729 -2.351 -1.585
N 0.817 -1.893 -0.304
C 1.873 -2.422 0.523
C 2.083 -3.793 0.642
C 3.019 -4.305 1.527
C 3.786 -3.430 2.283
C 3.641 -2.060 2.129
C 2.698 -1.523 1.242
N 2.600 -0.156 0.921
C 3.128 0.802 1.690
O 3.582 0.753 2.840
C 3.174 2.167 1.001
C 3.249 3.319 1.776
C 3.403 4.535 1.140
C 3.515 4.562 -0.246
C 3.435 3.366 -0.937
N 3.250 2.188 -0.334
C -0.406 -1.770 -2.418
C -0.936 -2.544 -3.441
C -1.901 -1.989 -4.256
C -2.279 -0.669 -4.044
C -1.676 0.036 -3.020
N -0.766 -0.498 -2.204
H 1.525 -4.466 0.006
H 3.151 -5.377 1.614
H 4.516 -3.814 2.988
H 4.268 -1.382 2.684
H 3.196 3.224 2.852
H 3.442 5.454 1.714
H 3.654 5.492 -0.783
H 3.508 3.338 -2.020
H -0.571 -3.553 -3.573
H -2.345 -2.568 -5.057
H -3.018 -0.187 -4.671
H -1.924 1.078 -2.848
F -6.215 0.733 3.731
C -5.150 0.309 3.041
C -4.666 -0.968 3.223
F -5.283 -1.783 4.087
C -3.564 -1.391 2.509
F -3.210 -2.669 2.725
C -2.876 -0.592 1.604
P -1.139 -1.137 0.657
C -1.961 -2.684 0.059
C -1.408 -3.960 0.113
C -2.047 -5.042 -0.483
C -3.247 -4.866 -1.156
C -3.807 -3.596 -1.226
C -3.169 -2.522 -0.627
C -0.380 -1.431 2.322
C 0.168 -0.286 2.898
C 0.834 -0.326 4.114
C 0.966 -1.534 4.781
C 0.405 -2.681 4.236
C -0.266 -2.631 3.021
C -3.420 0.678 1.427
Br -2.713 1.907 0.162
C -4.529 1.131 2.128
F -5.035 2.358 1.945
H -0.461 -4.114 0.610
H -1.593 -6.025 -0.427
H -3.736 -5.707 -1.632
H -4.740 -3.441 -1.755
H -3.610 -1.533 -0.703
H 0.084 0.657 2.366
H 1.281 0.574 4.518
H 1.516 -1.586 5.714
H 0.498 -3.630 4.753
H -0.703 -3.537 2.632
S 0.159 4.766 -2.538
C -0.046 4.960 -0.829
C -0.338 6.113 -0.106
C -0.471 6.006 1.267
C -0.317 4.770 1.903
C -0.014 3.634 1.181
C 0.133 3.725 -0.202
N 0.430 2.669 -1.064
C 0.482 3.052 -2.309
C 0.851 2.186 -3.443
C 0.589 2.624 -4.752
C 0.961 1.845 -5.828
C 1.600 0.628 -5.589
C 1.849 0.212 -4.289
C 1.503 0.964 -3.147
H -0.457 7.066 -0.606
H -0.703 6.886 1.853
H -0.439 4.700 2.977
H 0.107 2.676 1.670
H 0.077 3.568 -4.924
H 0.758 2.173 -6.839
H 1.906 0.011 -6.428
H 2.330 -0.755 -4.155

Cartesian forces (eV/Å) of the 6 atoms listed first:
Ca -0.625 0.089 0.028
O -0.120 -0.104 -0.032
C 0.191 -0.115 0.484
N 0.650 -0.479 -0.476
C -0.123 0.124 -0.327
C -0.022 0.003 0.005

The gap between HOMO and LUMO comes out at 6.75 eV. The LUMO energy is 0.077 hartree. Its total energy is -182325.9721 eV. Its relative energy (zero: lowest compared OMol25 entry of this formula, charge and spin) is 1.183 eV. Its charge is -1.

3.
# C4H5N3

C4H5N3 in the gas phase (ωB97M-V/def2-TZVPD, the Open Molecules 2025 dataset).

Element x y z (Å)
N -2.207 0.405 0.281
C -1.049 0.094 0.813
C 0.067 0.317 -0.192
N 1.215 0.967 0.417
C 2.128 0.072 0.424
N 1.809 -1.204 -0.120
C 0.593 -1.066 -0.502
H -2.350 0.824 -0.643
H -3.054 0.253 0.814
H -0.228 0.883 -1.095
H 3.125 0.249 0.818
H 0.021 -1.885 -0.932

Cartesian forces (eV/Å) of the 6 atoms listed first:
N 0.054 -0.076 0.179
C -0.340 0.217 -0.314
C -0.017 -0.114 -0.002
N 0.206 -0.269 0.006
C 0.057 0.290 0.117
N -0.385 0.172 -0.110

The gap between HOMO and LUMO comes out at 9.35 eV. The LUMO energy is 0.018 hartree. Its total energy is -8696.5362 eV. Its relative energy (zero: lowest compared OMol25 entry of this formula, charge and spin) is 3.276 eV.

4.
# C7H3InNO4S

A molecular structure, C7H3InNO4S in a non-equilibrium geometry (ωB97M-V/def2-TZVPD, the Open Molecules 2025 dataset).

Element x y z (Å)
In -0.055 -1.029 -0.760
O -0.024 2.609 -2.757
C -0.036 1.615 -2.218
C 1.566 -1.958 -0.309
O 2.505 -2.451 -0.049
C -1.693 -1.929 -0.323
O -2.643 -2.404 -0.071
C -0.055 -2.011 -2.420
O -0.055 -2.547 -3.382
S -0.803 2.477 1.977
C 0.625 1.680 2.450
C 0.853 0.639 1.587
N -0.093 0.509 0.599
C -1.074 1.432 0.673
H 1.232 1.938 3.307
H 1.677 -0.045 1.682
H -1.926 1.473 0.013

Cartesian forces (eV/Å) of the 6 atoms listed first:
In 0.230 8.709 2.066
O -0.002 -2.014 1.214
C 0.024 1.573 -1.470
C 4.344 -2.358 1.944
O 1.748 -0.928 0.358
C -4.311 -2.333 1.825

The gap between HOMO and LUMO comes out at 6.43 eV. The LUMO energy is -0.546 hartree. Its total energy is -32957.9480 eV. Its charge is +3.

> Which of these has the lowest gap between HOMO and LUMO?

C18H47F9NO8S

> What is the gap between HOMO and LUMO in the third record?

9.35 eV

> Which value of gap between HOMO and LUMO does entry 2 give?

6.75 eV

> The highest gap between HOMO and LUMO belongs to which entry?

C4H5N3